--- 1 ---
C3H9NO3 | the ωB97M-V functional and the def2-TZVPD basis

Geometry (Å):
H  -0.80590  -0.42597  -1.01009
H  -0.62504  1.25420  0.44679
H  1.66569  6.81064  1.58082
H  -0.78345  0.89205  2.17016
H  0.63157  -1.14425  1.46020
O  1.03071  6.89203  0.86701
N  -0.09047  -0.67747  0.93005
C  -0.25548  -2.40473  -0.80606
H  -0.68392  -3.48334  -2.32207
C  0.00803  -0.93800  -0.48528
H  0.15322  6.96016  1.25918
H  0.99073  -0.65429  -0.89391
C  -0.18443  0.73408  1.27572
O  -0.31168  -3.29689  -0.01005
H  0.76073  1.26610  1.41792
O  -0.46858  -2.55438  -2.12498

Output
Spin multiplicity   1
Total charge   0
HOMO-LUMO gap   9.70 eV

***

--- 2 ---
C3H9NO3 | the ωB97M-V functional and the def2-TZVPD basis

Geometry (Å):
C  -2.07081  -2.20057  0.03745
C  -1.21751  1.24875  0.61849
H  6.08083  0.85142  -0.14191
H  -0.54350  0.14538  -1.16791
H  -0.80245  -1.07477  1.28054
H  -2.37894  -1.95243  -0.96783
H  -0.18649  2.84613  0.78752
O  -0.51908  2.30074  0.07311
H  6.39725  1.85027  -1.27567
H  -2.21951  0.09569  -0.86519
N  -0.98430  -1.20899  0.29510
O  -1.64146  1.20938  1.73256
C  -1.24639  0.09445  -0.34359
H  -1.58952  -3.16040  0.25771
H  -2.92845  -2.13359  0.74020
O  5.85033  1.08855  -1.06056

Output
Spin multiplicity   1
Total charge   0
HOMO-LUMO gap   9.65 eV

***

Q: Which of them is the least stable? A: 2.

***

--- 1 ---
C6H6N2O2 | the ωB97M-V functional and the def2-TZVPD basis

Geometry (Å):
N  2.12877  0.69388  0.01548
H  3.37026  -1.04869  0.00753
C  0.89878  1.36007  -0.12942
O  -0.98399  -1.87771  -0.35800
H  2.90735  1.25100  -0.06436
C  -3.19920  0.43107  -0.49275
C  1.22283  -1.48192  0.11885
N  -0.21503  0.37266  -0.15799
H  -3.05404  0.23336  1.78905
C  2.30076  -0.67777  0.08038
H  -2.99848  0.62809  -1.64067
C  -0.06578  -1.03298  -0.06628
C  -3.14225  0.45248  0.70522
O  0.56848  2.51673  -0.11512
H  -1.14424  0.69662  -0.03735
H  1.40577  -2.51691  0.34543

Output
Spin multiplicity   1
Total charge   0
HOMO-LUMO gap   9.81 eV

***

--- 2 ---
C6H6N2O2 | the ωB97M-V functional and the def2-TZVPD basis

Geometry (Å):
C  -2.89427  -0.05373  0.01939
H  -2.79398  -2.10196  -0.12577
C  -2.14221  -1.16790  -0.21290
O  1.72097  -0.59053  -0.28434
H  -4.03993  -0.25701  0.10336
O  1.44997  1.61884  -0.33406
H  3.85049  -0.39622  -0.41203
H  3.26577  -1.25219  1.06669
H  -0.68743  2.21023  -0.02642
H  3.07407  0.54109  0.65379
N  -0.80385  -1.19088  -0.25920
C  -0.39863  0.17237  -0.26518
N  -2.48974  1.19134  0.17020
C  3.11894  -0.46479  0.29177
C  -1.19408  1.24525  -0.02032
C  0.96389  0.49607  -0.36499

Output
Spin multiplicity   1
Total charge   0
HOMO-LUMO gap   9.67 eV

***

Q: Which of them is the least stable? A: 1.

***

--- 1 ---
C3H4N2OS | the ωB97M-V functional and the def2-TZVPD basis

Geometry (Å):
C  0.22306  -0.41404  0.02936
H  0.94858  -2.26118  0.72285
H  0.71644  -0.95330  1.89430
N  -0.82119  0.65061  -2.17309
H  -0.72262  0.66377  -3.16685
O  -2.10930  1.16337  0.75256
C  -1.03971  1.63933  0.79595
S  -0.32116  -0.59636  -1.46714
N  0.01791  2.14439  0.75828
H  2.06491  -0.86472  0.91439
C  1.04309  -1.17185  0.93939

Output
Spin multiplicity   1
Total charge   0
HOMO-LUMO gap (alpha / beta)   6.67 / 6.66 eV

***

--- 2 ---
C3H4N2OS | the ωB97M-V functional and the def2-TZVPD basis

Geometry (Å):
C  0.15538  -0.25552  0.39380
H  0.02322  0.65646  0.92073
S  3.03823  -1.76571  -1.79179
H  -2.05389  -0.20101  -0.38674
H  0.93696  0.65188  -1.32389
C  -1.14550  -1.91557  -0.69698
N  -1.18191  -0.73145  -0.13428
H  0.54029  -1.16480  1.04323
O  -1.79101  -2.49808  -1.52361
N  1.02259  -0.26341  -0.70079
C  1.78581  -1.31315  -0.88411

Output
Spin multiplicity   1
Total charge   0
HOMO-LUMO gap (alpha / beta)   7.20 / 7.81 eV

***

Q: Which of them is the least stable? A: 1.

***

--- 1 ---
C3H4N2OS | the ωB97M-V functional and the def2-TZVPD basis

Geometry (Å):
C  -0.15777  -0.96846  -0.11950
N  0.77009  -0.91051  0.90328
O  0.42773  1.11863  0.20002
C  1.13123  0.34494  1.11057
H  -1.27216  1.78881  -1.62160
H  0.88574  -1.64833  1.55154
N  -1.13137  0.79898  -1.50806
S  2.16296  0.94038  2.24518
H  -0.56516  -1.89609  -0.46071
H  -1.86807  0.15508  -1.79209
C  -0.38322  0.27657  -0.50863

Output
Spin multiplicity   1
Total charge   0
HOMO-LUMO gap   8.17 eV

***

--- 2 ---
C3H4N2OS | the ωB97M-V functional and the def2-TZVPD basis

Geometry (Å):
O  -0.75480  0.00180  2.09079
N  -0.35191  -0.45211  1.01008
N  -2.36710  2.43954  0.95582
C  1.48016  -0.74800  -1.52345
H  -0.45327  -0.46491  3.09323
C  -0.83086  0.28758  0.09556
S  -0.03150  0.31892  -1.42324
H  1.84081  -0.75160  -2.53844
H  2.16663  -0.39179  -0.74297
C  -1.75330  1.57228  0.38140
H  1.05514  -1.81171  -1.39879

Output
Spin multiplicity   1
Total charge   0
HOMO-LUMO gap   8.78 eV

***

--- 3 ---
C3H4N2OS | the ωB97M-V functional and the def2-TZVPD basis

Geometry (Å):
C  -0.48224  -0.86393  -0.15949
N  0.39068  -1.83058  -0.11938
H  2.45175  0.64663  0.30387
O  1.70501  -1.35918  -0.04068
H  -2.46374  -2.16035  -0.27100
N  -0.36981  1.63895  -0.29337
H  -1.19423  1.93231  0.37609
H  0.36130  2.32512  0.10632
C  0.29966  0.35583  0.07696
C  1.57107  0.00525  -0.00027
S  -2.26944  -0.69005  0.02094

Output
Spin multiplicity   1
Total charge   0
HOMO-LUMO gap   9.77 eV

***

--- 4 ---
C3H4N2OS | the ωB97M-V functional and the def2-TZVPD basis

Geometry (Å):
H  -0.07908  -1.11702  1.45267
C  -0.93505  0.44180  -0.62080
S  -2.56782  -0.72686  1.09517
H  1.31340  -1.83283  0.28932
O  -1.31033  3.04401  1.51704
C  0.52197  -1.13961  0.50153
C  -1.63991  1.97771  1.14671
N  -1.71696  0.80759  0.70265
H  -1.62921  -0.41743  -0.86157
H  -0.81745  1.21213  -1.28940
N  0.20533  -0.32158  -0.42911

Output
Spin multiplicity   1
Total charge   0
HOMO-LUMO gap   7.71 eV

***

Q: Which of them is the least stable? A: 2.

***

--- 1 ---
C3H4N2OS | the ωB97M-V functional and the def2-TZVPD basis

Geometry (Å):
N  -2.00677  -0.92908  0.09875
H  -2.86315  -0.49779  -0.06738
H  -1.82186  -2.10941  0.11643
O  0.33307  -0.80881  -0.51474
H  3.03398  -0.47705  1.35993
C  1.24287  0.36362  -0.36793
S  2.83023  -0.38517  -0.08290
N  -0.97712  1.11177  -0.02032
C  0.42767  1.41838  -0.10578
C  -0.91816  -0.18016  -0.24331
H  0.71924  2.49370  -0.17274

Output
Spin multiplicity   1
Total charge   0
HOMO-LUMO gap   9.03 eV

***

--- 2 ---
C3H4N2OS | the ωB97M-V functional and the def2-TZVPD basis

Geometry (Å):
N  0.10322  0.47144  -0.26677
H  0.73434  1.41907  1.65292
C  1.83247  -0.27415  1.01116
H  -2.08210  -1.06758  0.87995
H  -0.98816  -2.38519  0.75569
C  0.61126  -0.47308  -1.26284
O  -0.81740  1.26422  -0.56894
H  2.62093  -0.20132  1.83759
S  1.74146  -1.40489  -0.29498
C  0.83480  0.61678  0.90138
N  -1.11054  -1.33904  1.07520

Output
Spin multiplicity   1
Total charge   0
HOMO-LUMO gap (alpha / beta)   7.65 / 8.63 eV

***

Q: Which of them is the least stable? A: 2.

***

--- 1 ---
C5H12NO | the ωB97M-V functional and the def2-TZVPD basis

Geometry (Å):
H  3.01570  -0.92993  0.58635
H  -0.13037  -0.37856  -1.26332
H  0.08539  1.15201  -0.72317
H  -3.03854  -1.11014  0.51073
H  -2.63765  1.93233  -0.50092
C  -0.13226  0.16059  -0.30660
H  0.64326  -1.40195  0.88962
N  -2.02019  -1.12828  0.68741
H  3.47927  1.12061  -0.11891
H  -3.25485  0.23486  -1.02391
H  1.00694  0.14402  1.54408
C  -2.48235  0.85763  -0.58296
H  -1.88680  -1.79629  -0.08533
C  0.94666  -0.39614  0.59491
H  2.23247  -1.12072  -0.93926
O  2.66546  0.83365  -0.54927
C  -1.55229  0.22466  0.31655
H  -1.59316  0.88220  1.19340
C  2.30188  -0.45090  -0.08497

Output
Spin multiplicity   1
Total charge   +1
HOMO-LUMO gap   5.97 eV

***

--- 2 ---
C5H12NO | the ωB97M-V functional and the def2-TZVPD basis

Geometry (Å):
H  -2.47553  1.41774  -1.85671
H  -0.58955  2.13604  0.35767
H  3.31844  1.28248  1.30288
H  2.57165  -1.65723  -0.56398
H  -4.13962  1.19810  -1.51209
C  -3.07876  1.15191  -0.98455
C  -0.45161  1.11099  0.70339
H  -3.23997  -0.64094  -0.13025
H  2.55529  0.47096  2.52624
H  3.64376  -0.45842  1.34677
C  2.92061  0.33228  1.49243
H  -3.06713  1.75334  0.03446
N  0.67381  0.63793  0.61097
C  2.03589  -0.74232  -0.76307
H  -1.29084  0.51313  0.74367
O  -2.58307  -0.14878  -0.66511
H  1.10120  -1.13472  -1.30378
C  1.79994  0.12354  0.44837
H  2.73721  -0.21792  -1.45910

Output
Spin multiplicity   1
Total charge   +1
HOMO-LUMO gap   9.75 eV

***

Q: Which of them is the least stable? A: 1.

***

--- 1 ---
C4H11NO2 | the ωB97M-V functional and the def2-TZVPD basis

Geometry (Å):
H  -2.61825  -2.92469  -0.33486
C  2.51928  0.65040  -0.33937
C  1.76311  0.84449  1.01064
H  1.34985  2.89415  0.40831
H  2.86648  -0.36309  -0.56814
O  1.60464  -0.06112  1.81637
O  -1.54576  0.28027  0.02081
H  -0.77011  -1.43851  0.67274
N  1.40741  2.17747  1.21824
C  -1.29439  -1.10794  -0.22551
H  3.57118  1.22122  -0.31903
C  -2.55252  -1.75625  -0.68521
H  -3.36976  -1.36472  -0.15073
H  0.60722  2.24445  1.79364
H  -2.24258  0.62726  -0.50891
H  -0.54027  -1.13110  -1.00279
H  1.87179  1.07843  -1.03351
H  -2.62733  -1.87070  -1.77269

Output
Spin multiplicity   1
Total charge   0
HOMO-LUMO gap   10.48 eV

***

--- 2 ---
C4H11NO2 | the ωB97M-V functional and the def2-TZVPD basis

Geometry (Å):
C  -1.50540  -2.48595  -1.36904
H  2.76931  1.04968  -2.04032
O  -0.91895  4.52696  5.41686
H  2.28695  -1.62122  -0.75048
N  -0.34325  -1.62706  -1.65994
H  2.04871  -0.17417  -3.16474
H  -1.26214  -3.12200  -0.50856
O  -0.70870  -0.40385  0.27062
H  -2.54521  -2.03272  -1.19522
H  -0.05547  4.18966  5.73140
C  0.03800  -0.68749  -0.71772
C  1.87738  0.30360  -2.17480
H  0.86779  0.85494  -2.29287
H  0.24793  -1.80098  -2.49840
C  1.65409  -0.43914  -0.86389
H  -1.48612  3.74510  5.78624
H  1.96908  0.25487  -0.03934
H  -1.80125  -3.08481  -2.15533

Output
Spin multiplicity   1
Total charge   0
HOMO-LUMO gap   10.32 eV

***

Q: Which of them is the least stable? A: 2.